1.
Formula: C27H38N3O20S8
Source: the OMol25 dataset
Level of theory: ωB97M-V/def2-TZVPD

The geometry in ORCA input format:
```
! RIJCOSX wB97M-V def2-TZVPD def2/J DEFGRID3
* xyz -1 1
C -3.0223 1.8464 9.1397
C -3.1412 2.0699 7.6563
N -2.4663 2.9204 6.9969
C -4.1255 1.1871 6.9335
S -3.3459 -0.2768 6.2445
O -2.1488 -0.5063 7.0312
O -4.3542 -1.3147 6.3184
N -3.0632 0.2535 4.7742
S -2.1776 -0.6033 3.7822
O -0.7919 -0.1782 3.7330
O -2.3773 -2.0386 3.8932
C -2.9071 -0.1223 2.2279
C -2.3016 -0.9062 1.0575
C -0.9144 -0.3831 0.6794
S -0.4563 -0.9086 -0.9996
C 0.4907 0.5048 -1.5482
S -0.0889 2.0274 -1.4811
N 1.7444 0.1375 -2.0185
C 1.7265 -0.9715 -2.9488
C 2.4166 -2.1211 -2.6053
C 2.4573 -3.1898 -3.4752
C 1.8062 -3.1232 -4.6994
C 1.0980 -1.9768 -5.0294
C 1.0558 -0.9025 -4.1601
C 2.6718 1.1999 -2.3346
C 2.6704 1.8902 -3.5350
C 3.6176 2.8763 -3.7703
C 4.5590 3.1865 -2.7997
C 4.5619 2.4885 -1.6016
C 3.6239 1.4916 -1.3707
H -2.1659 2.3938 9.5398
H -3.9194 2.1958 9.6571
H -2.8714 0.7856 9.3476
H -1.8251 3.4189 7.6139
H -4.8576 0.7900 7.6403
H -4.6731 1.7411 6.1811
H -2.7765 0.9546 2.1055
H -3.9773 -0.3073 2.3272
H -2.9773 -0.7955 0.2062
H -2.2555 -1.9589 1.3416
H -0.1666 -0.7699 1.3665
H -0.8939 0.7026 0.7459
H 2.9321 -2.1718 -1.6554
H 3.0161 -4.0808 -3.2250
H 1.8514 -3.9514 -5.3953
H 0.5863 -1.9146 -5.9819
H 0.4982 -0.0151 -4.4323
H 1.9319 1.6767 -4.2974
H 3.6086 3.3995 -4.7164
H 5.2839 3.9692 -2.9816
H 5.2931 2.7073 -0.8325
H 3.6178 0.9329 -0.4421
C -5.4946 5.2733 3.7723
C -6.0460 4.5234 2.5757
O -6.6459 3.3575 3.1507
S -7.2480 3.6979 4.5889
O -8.6414 3.9479 4.4835
O -6.7282 2.7569 5.5084
O -6.5010 5.0988 4.7825
H -4.5593 4.8387 4.1293
H -5.3623 6.3346 3.5815
H -5.2763 4.2174 1.8733
H -6.8165 5.0986 2.0574
C 4.7567 2.4930 -9.2538
C 5.4242 3.8215 -9.5503
O 4.6409 4.7709 -8.8143
S 4.1069 4.1028 -7.4616
O 4.9738 4.4528 -6.3953
O 2.7101 4.3212 -7.3786
O 4.3973 2.5871 -7.8696
H 3.8488 2.3561 -9.8436
H 5.4188 1.6432 -9.3929
H 5.4039 4.0826 -10.6043
H 6.4508 3.8495 -9.1804
C 6.4342 -3.1535 -1.3460
C 7.5595 -4.1603 -1.4845
O 7.2380 -4.8716 -2.6894
S 6.5302 -3.8838 -3.7298
O 7.4887 -3.3931 -4.6527
O 5.3322 -4.4998 -4.1691
O 6.1913 -2.7217 -2.6921
H 5.5250 -3.6127 -0.9541
H 6.7028 -2.2938 -0.7390
H 7.6067 -4.8626 -0.6576
H 8.5268 -3.6708 -1.6121
C -4.5900 -5.5876 3.8481
C -3.5610 -4.9936 2.9134
O -3.8265 -5.6505 1.6517
S -5.3818 -5.9396 1.5094
O -6.0031 -4.9305 0.7279
O -5.5519 -7.3103 1.1731
O -5.7742 -5.7048 3.0358
H -4.3075 -6.5862 4.1871
H -4.7934 -4.9474 4.7017
H -2.5386 -5.1937 3.2161
H -3.6975 -3.9179 2.8004
*
```

Values from the calculation:
Energy: -160715.0961 eV
Lowest unoccupied orbital energy: 1.4105 eV

Computed Löwdin charges, given in elementary charges: -0.049 -0.468 0.141 -0.212 0.508 -0.338 -0.353 -0.335 0.496 -0.334 -0.353 -0.261 -0.283 -0.483 0.915 -1.052 0.695 -0.106 -0.281 -0.020 -0.078 -0.074 -0.073 -0.032 -0.270 -0.023 -0.062 -0.081 -0.082 -0.019 0.071 0.080 0.080 0.040 0.099 0.069 0.100 0.100 0.101 0.099 0.071 0.043 0.118 0.092 0.104 0.103 0.117 0.107 0.071 0.102 0.099 0.119 -0.154 -0.161 -0.183 0.596 -0.223 -0.208 -0.192 0.138 0.131 0.136 0.131 -0.157 -0.162 -0.189 0.585 -0.221 -0.209 -0.185 0.134 0.136 0.134 0.134 -0.155 -0.159 -0.189 0.592 -0.217 -0.221 -0.190 0.133 0.137 0.135 0.133 -0.144 -0.145 -0.193 0.579 -0.227 -0.238 -0.191 0.129 0.141 0.138 0.116

---

2.
Formula: C27H38N6O2PV
Source: the OMol25 dataset
Level of theory: ωB97M-V/def2-TZVPD

The geometry in ORCA input format:
```
! RIJCOSX wB97M-V def2-TZVPD def2/J DEFGRID3
* xyz 1 2
V -0.7879 -0.2310 0.5050
C -1.5509 -1.7008 3.0709
N -1.9483 -0.4449 2.3873
C -3.4315 -0.5108 2.1639
C -3.9825 0.2615 0.9640
C -3.6599 -0.3765 -0.3908
N -2.3426 -1.0290 -0.3502
C -2.2169 -2.1314 -1.0230
C -1.0906 -3.0296 -1.0382
C -1.1815 -4.1382 -1.9089
C -0.2196 -5.1116 -1.9488
C 0.8721 -5.0111 -1.0706
C 0.9867 -3.9547 -0.2009
C 0.0272 -2.9220 -0.1651
O 0.1644 -1.9334 0.6850
C -1.6053 0.6635 3.3187
C -1.9432 2.0606 2.8222
C -1.1385 2.5528 1.6258
N -1.2228 1.6978 0.4231
C -1.3662 2.3476 -0.7184
C -1.2355 1.7894 -2.0346
C -1.7433 2.5249 -3.1346
C -1.6086 2.0803 -4.4217
C -0.9203 0.8751 -4.6663
C -0.3814 0.1554 -3.6287
C -0.5308 0.5787 -2.2912
O 0.0396 -0.1068 -1.3232
H -2.1213 -1.8218 3.9980
H -0.4885 -1.6758 3.2978
H -1.7373 -2.5496 2.4182
H -3.9273 -0.1814 3.0819
H -3.6830 -1.5638 2.0346
H -3.6296 1.2877 0.9700
H -5.0678 0.3033 1.0726
H -3.6631 0.3885 -1.1677
H -4.4208 -1.1136 -0.6524
H -3.0620 -2.4529 -1.6335
H -2.0470 -4.2088 -2.5599
H -0.3088 -5.9495 -2.6263
H 1.6316 -5.7839 -1.0697
H 1.8196 -3.8936 0.4899
H -0.5333 0.5961 3.5169
H -2.1232 0.4916 4.2701
H -1.7349 2.7450 3.6478
H -3.0121 2.1481 2.6282
H -0.0896 2.6234 1.9342
H -1.4601 3.5654 1.3757
H -1.5725 3.4183 -0.6745
H -2.2641 3.4568 -2.9369
H -2.0246 2.6507 -5.2422
H -0.8147 0.5100 -5.6814
H 0.1516 -0.7733 -3.8049
C 4.2546 2.3985 0.6404
N 3.5057 2.0584 -0.6555
C 4.1308 0.7805 -1.2500
N 4.1231 -0.2739 -0.3024
C 4.8246 0.1222 0.9156
N 4.2276 1.3035 1.5441
C 2.8708 1.0264 2.0582
P 1.6653 0.4733 0.7416
C 2.0339 1.8779 -0.4099
C 2.7713 -0.7898 -0.0301
H 3.7718 3.2797 1.0587
H 5.2757 2.6357 0.3446
H 3.6379 2.8198 -1.3214
H 5.1473 1.0542 -1.5293
H 3.5459 0.5328 -2.1327
H 5.8639 0.3436 0.6711
H 4.8013 -0.7050 1.6218
H 2.4855 1.9232 2.5489
H 2.9409 0.2527 2.8250
H 1.6407 2.8094 -0.0006
H 1.5464 1.6824 -1.3649
H 2.2988 -1.1331 -0.9500
H 2.8372 -1.6449 0.6395
*
```

Values from the calculation:
Energy: -76623.0347 eV
Lowest unoccupied orbital energy (spin up / spin down): -2.5337 / -2.5556 eV

Computed Löwdin charges, given in elementary charges: 0.690 -0.073 -0.273 -0.159 -0.152 -0.164 -0.076 -0.052 -0.132 -0.043 -0.090 -0.071 -0.022 -0.336 -0.243 -0.195 -0.159 -0.208 -0.134 -0.102 -0.169 -0.053 -0.095 -0.079 -0.016 -0.355 -0.246 0.101 0.089 0.092 0.128 0.125 0.080 0.123 0.120 0.119 0.134 0.114 0.103 0.107 0.108 0.117 0.126 0.124 0.105 0.093 0.115 0.124 0.113 0.102 0.105 0.117 -0.114 -0.063 -0.097 -0.135 -0.152 -0.143 -0.278 1.063 -0.218 -0.262 0.143 0.143 0.181 0.144 0.149 0.137 0.139 0.089 0.099 0.105 0.095 0.101 0.095

---

3.
Formula: C27H39
Source: the OMol25 dataset
Level of theory: ωB97M-V/def2-TZVPD

The geometry in ORCA input format:
```
! RIJCOSX wB97M-V def2-TZVPD def2/J DEFGRID3
* xyz 1 1
C 1.8767 -4.5201 3.5613
C 1.5606 -3.1455 2.9418
C 0.1478 -2.8795 2.4692
C -0.8927 -2.5545 3.5133
C -0.2087 -2.9463 1.1735
H 2.9289 -4.5507 3.8611
H 1.2702 -4.7139 4.4525
H 1.7072 -5.3329 2.8481
H 1.7756 -2.3845 3.7040
H 2.2373 -2.9623 2.0993
H -0.4207 -2.3543 4.4837
H -1.4584 -1.6573 3.2212
H -1.6258 -3.3668 3.6404
H -1.2457 -2.7744 0.8742
H 0.4818 -3.3221 0.4158
C -1.8747 2.1435 -5.9686
C -1.9986 1.7886 -4.5215
C -1.7494 2.7441 -3.5401
C -1.8847 2.4595 -2.1853
C -1.6018 3.6270 -1.2769
C -2.2629 1.1633 -1.7752
C -2.4308 0.8018 -0.2996
C -3.5918 1.5866 0.3475
C -1.1194 0.9622 0.5189
C 0.0194 0.1269 0.1229
C 1.3470 0.2878 0.5490
C 2.3678 -0.5117 -0.0872
C 2.0087 -1.4073 -1.2292
C 3.6889 -0.4596 0.3369
C 4.0908 0.4009 1.3627
C 5.5240 0.4669 1.7837
C 3.1257 1.2120 1.9646
C 1.7879 1.1915 1.5949
C 0.8999 2.1558 2.3169
C -2.5173 0.1944 -2.7669
C -2.9478 -1.2031 -2.4050
C -2.3766 0.5100 -4.1143
H -2.1131 1.2780 -6.5921
H -2.5564 2.9628 -6.2330
H -0.8569 2.4778 -6.2064
H -1.4490 3.7547 -3.8352
H -1.8340 3.4714 -0.2232
H -0.5422 3.9255 -1.3572
H -2.1898 4.4984 -1.6135
H -2.7099 -0.2585 -0.2344
H -4.5243 1.3949 -0.2000
H -3.7409 1.2735 1.3899
H -3.4126 2.6673 0.3300
H -0.7996 2.0090 0.4434
H -1.3559 0.7614 1.5794
H -0.1928 -0.6222 -0.6422
H 2.9083 -1.8929 -1.6294
H 1.3119 -2.1973 -0.9209
H 1.5374 -0.8358 -2.0417
H 4.4280 -1.0904 -0.1631
H 5.6514 1.1974 2.5872
H 5.8682 -0.5106 2.1425
H 6.1746 0.7545 0.9476
H 3.4459 1.8998 2.7514
H 1.4608 2.5922 3.1563
H 0.6112 3.0026 1.6753
H -0.0002 1.6945 2.7412
H -3.1058 -1.7831 -3.3233
H -2.1845 -1.7311 -1.8115
H -3.8929 -1.2101 -1.8411
H -2.5753 -0.2597 -4.8635
*
```

Values from the calculation:
Energy: -28624.9872 eV
Energy above the lowest of the compared OMol25 structures with the same formula, charge and spin: 0.0 kcal/mol
Lowest unoccupied orbital energy: -5.2148 eV

Computed natural (NBO) charges, given in elementary charges: -0.599 -0.439 0.069 -0.663 -0.462 0.218 0.213 0.214 0.205 0.202 0.219 0.214 0.241 0.199 0.192 -0.633 0.014 -0.211 -0.022 -0.649 0.007 -0.238 -0.604 -0.528 0.242 -0.229 0.186 -0.672 -0.268 0.185 -0.662 -0.274 0.172 -0.656 -0.026 -0.635 -0.216 0.220 0.230 0.225 0.210 0.201 0.223 0.241 0.219 0.233 0.210 0.210 0.263 0.266 0.231 0.241 0.243 0.242 0.233 0.233 0.252 0.254 0.230 0.238 0.245 0.235 0.230 0.200 0.224 0.212